No. 1
{
  "formula": "C34H24Cl2F10N8OSTl",
  "method": "ωB97M-V with the def2-TZVPD basis set",
  "multiplicity": 1,
  "orbital_gap_ev": 6.50,
  "total_charge": -1,
  "symbols": ["Tl", "C", "N", "C", "C", "N", "C", "C", "F", "C", "F", "C", "F", "C", "F", "C", "F", "C", "C", "N", "C", "C", "F", "C", "F", "C", "F", "C", "F", "C", "F", "H", "H", "H", "H", "H", "H", "H", "H", "H", "H", "H", "C", "C", "N", "N", "C", "N", "S", "C", "C", "C", "C", "C", "N", "H", "H", "H", "H", "H", "H", "H", "H", "H", "Cl", "C", "C", "C", "Cl", "C", "C", "C", "C", "N", "C", "C", "O", "H", "H", "H", "H"],
  "coordinates": [[-0.643180, -0.413988, 0.099501], [-3.667334, -1.806252, -0.085961], [-3.174519, -0.435743, 0.103567], [-3.639709, 0.420225, -0.973811], [-2.786881, 1.642635, -1.238779], [-1.411416, 1.285140, -1.512823], [-0.675908, 2.221789, -2.195052], [0.681452, 1.999589, -2.515891], [1.227036, 0.837541, -2.158142], [1.498424, 2.869292, -3.198843], [2.775393, 2.534931, -3.428520], [1.016058, 4.076828, -3.657701], [1.797366, 4.932882, -4.340191], [-0.302434, 4.354097, -3.404551], [-0.829812, 5.510676, -3.844176], [-1.113490, 3.471634, -2.709055], [-2.384119, 3.926032, -2.547201], [-3.553283, 0.057931, 1.426295], [-2.831666, 1.324535, 1.869568], [-1.422977, 1.337169, 1.503244], [-0.587860, 2.198702, 2.132681], [0.679758, 2.480923, 1.564254], [0.962742, 1.962640, 0.354112], [1.657473, 3.251520, 2.147629], [2.845844, 3.388378, 1.546593], [1.414672, 3.895647, 3.344342], [2.361520, 4.638511, 3.944311], [0.162186, 3.752942, 3.894097], [-0.134997, 4.403962, 5.031224], [-0.804064, 2.949218, 3.311291], [-1.997384, 2.927995, 3.954685], [-4.766985, -1.825175, -0.088479], [-3.297217, -2.441950, 0.713482], [-3.302428, -2.193895, -1.036589], [-4.670178, 0.749793, -0.771682], [-3.667688, -0.186535, -1.879251], [-2.869465, 2.371657, -0.427764], [-3.262694, 2.095023, -2.105697], [-3.343770, -0.732814, 2.131245], [-4.637549, 0.240190, 1.466429], [-3.007041, 1.380637, 2.944454], [-3.337025, 2.196357, 1.435861], [0.960862, -4.819358, -1.122578], [0.121014, -3.585248, -1.009621], [-0.204514, -3.040180, 0.095323], [0.283862, -3.629063, 1.229003], [-0.206173, -3.123960, 2.331564], [0.311440, -3.660781, 3.481447], [-1.431985, -1.923179, 2.480798], [-0.299311, -2.888476, -2.255170], [0.027803, -3.422930, -3.495648], [-0.406664, -2.792277, -4.646695], [-1.157646, -1.638326, -4.535050], [-1.415327, -1.149382, -3.264190], [-1.001753, -1.753850, -2.149429], [1.105522, -5.245745, -0.137510], [0.498124, -5.561498, -1.776487], [1.939107, -4.557848, -1.541039], [1.179285, -4.162191, 3.378925], [0.165469, -3.135859, 4.324840], [0.630825, -4.316751, -3.555724], [-0.153532, -3.198026, -5.619074], [-1.520791, -1.105956, -5.403750], [-1.931816, -0.211194, -3.121145], [3.808355, -1.621121, -2.461534], [3.751217, -1.120414, -0.790003], [4.954381, -0.921268, -0.096412], [4.957006, -0.557842, 1.218155], [6.484094, -0.342391, 2.052636], [3.734474, -0.379932, 1.909868], [3.612409, -0.025817, 3.273448], [2.373814, 0.095608, 3.834410], [1.232452, -0.118571, 3.035429], [1.323058, -0.450991, 1.772564], [2.537552, -0.585082, 1.198009], [2.503636, -0.968560, -0.193096], [1.393400, -1.178613, -0.788327], [5.891074, -1.057231, -0.619460], [4.507871, 0.145206, 3.856943], [2.253078, 0.372079, 4.873569], [0.231481, -0.013633, 3.436329]],
  "atomic_forces_ev_per_a": [[-0.1320, 0.2059, 0.1074], [-0.0932, 0.1061, -0.0288], [0.1284, -0.5158, 0.0626], [-0.0824, 0.0556, -0.0037], [0.0946, -0.0280, -0.0558], [0.7437, 0.2569, -0.4059], [-0.4882, -0.1034, 0.2094], [-0.0102, -0.1596, -0.0991], [0.0269, -0.1063, 0.0517], [0.0868, -0.0661, 0.0496], [-0.0162, -0.0163, -0.0141], [0.1195, 0.1017, -0.1061], [0.0072, 0.0093, 0.0066], [-0.1799, 0.0716, -0.0068], [0.0120, -0.0139, 0.0228], [-0.0260, 0.0508, 0.1036], [-0.0068, 0.0798, 0.0574], [-0.0126, 0.0879, -0.1336], [0.1525, 0.0364, 0.0213], [0.1819, -0.0383, 0.3230], [-0.2441, 0.1008, -0.3641], [-0.0015, 0.0067, -0.0626], [0.0772, -0.1546, -0.0087], [0.0551, -0.0839, -0.1325], [-0.0263, 0.0167, -0.0004], [0.0910, 0.0613, 0.0697], [-0.0137, 0.0143, -0.0113], [-0.1611, 0.0179, 0.0998], [0.0107, -0.0281, 0.0036], [-0.0178, -0.0019, 0.0620], [0.0589, -0.0109, 0.1003], [0.0043, 0.0162, -0.0069], [0.0368, 0.0068, 0.0352], [-0.0086, 0.0241, 0.0125], [-0.0447, -0.0454, 0.0070], [0.0087, -0.0006, -0.0200], [-0.0330, -0.0081, -0.0276], [-0.0227, 0.0478, -0.1055], [-0.0884, -0.1018, 0.0849], [-0.0254, 0.0387, -0.0953], [0.0591, -0.0530, -0.0036], [-0.0233, 0.0500, 0.0601], [0.0747, -0.0122, -0.0531], [-0.0928, 0.0965, -0.2704], [-0.0909, -0.3080, 0.2270], [-0.0761, 0.3197, -0.1544], [-0.0377, -0.0755, 0.0112], [-0.1039, 0.0370, 0.0261], [0.2342, -0.2252, 0.1282], [-0.1246, -0.0889, 0.2673], [0.0401, -0.0718, -0.1394], [0.0598, -0.0726, -0.0607], [-0.0536, 0.0484, 0.0126], [0.1679, -0.1484, 0.1197], [-0.0133, 0.0801, -0.2314], [0.0151, -0.0259, 0.0237], [0.0041, 0.0153, 0.0087], [-0.0415, -0.0220, 0.0010], [0.0104, 0.0113, -0.0043], [0.0128, 0.0130, 0.0016], [-0.0321, 0.0172, -0.0184], [-0.0004, 0.0120, 0.0206], [0.0162, 0.0019, 0.0154], [0.0337, 0.0076, 0.0188], [0.0240, 0.0385, 0.1589], [0.0770, -0.0877, -0.1217], [-0.0108, -0.0018, -0.1000], [0.0198, -0.0079, 0.0684], [-0.1621, -0.0007, -0.0610], [0.1115, 0.0302, 0.1494], [0.0730, -0.0228, -0.0629], [-0.1060, 0.0099, -0.0074], [0.1757, 0.0093, 0.0470], [0.0450, 0.2430, 0.1368], [-0.2470, -0.0130, 0.0254], [-0.0408, -0.0076, -0.0561], [-0.1637, 0.3153, 0.0658], [-0.0088, -0.0181, -0.0195], [-0.0120, 0.0064, -0.0148], [0.0009, 0.0049, -0.0113], [0.0249, -0.0344, -0.0047]]
}

No. 2
{
  "formula": "C34H25BrF4N6O4RuS",
  "method": "ωB97M-V with the def2-TZVPD basis set",
  "s2": 8.809,
  "multiplicity": 6,
  "orbital_gap_ev": [7.73, 4.75],
  "total_charge": 1,
  "symbols": ["Ru", "C", "C", "N", "C", "C", "C", "S", "N", "C", "O", "C", "C", "C", "C", "C", "C", "H", "H", "H", "H", "H", "H", "H", "H", "H", "H", "H", "H", "H", "H", "H", "F", "C", "C", "F", "C", "C", "C", "F", "C", "C", "C", "N", "C", "N", "F", "C", "C", "N", "C", "N", "Br", "C", "C", "C", "C", "C", "C", "C", "O", "O", "H", "H", "H", "H", "C", "C", "C", "O", "H", "H", "H", "H", "H", "H"],
  "coordinates": [[1.170511, -0.728249, 0.433405], [-0.316595, -5.672469, 2.111381], [0.831444, -5.166754, 2.971030], [0.541085, -3.884818, 3.629995], [-0.058861, -3.946344, 4.979983], [-1.571342, -3.801992, 4.971611], [0.700143, -2.710014, 3.039461], [1.418659, -2.751405, 1.435946], [0.353620, -1.638483, 3.755987], [0.314417, -0.402475, 3.317184], [0.530460, 0.027579, 2.126581], [-0.047813, 0.658103, 4.284524], [-0.031437, 1.997573, 3.895896], [-0.369294, 2.983920, 4.805037], [-0.727405, 2.640378, 6.101713], [-0.749565, 1.308062, 6.492450], [-0.410613, 0.318116, 5.587665], [0.001992, -6.563407, 1.571393], [-0.620921, -4.923403, 1.380967], [-1.181812, -5.937525, 2.716230], [1.743913, -5.060842, 2.386428], [1.052646, -5.872370, 3.769559], [0.395214, -3.159517, 5.577650], [0.241199, -4.905347, 5.397926], [-1.865390, -2.846850, 4.539244], [-1.941702, -3.840410, 5.995560], [-2.053103, -4.602250, 4.412396], [0.248875, 2.263107, 2.886611], [-0.352752, 4.022470, 4.504048], [-0.989022, 3.413072, 6.812218], [-1.032108, 1.043982, 7.502128], [-0.427644, -0.722060, 5.878898], [-0.943188, -1.834718, -1.877015], [-1.048496, -1.423762, -3.141664], [-2.171937, -0.721804, -3.512078], [-3.086643, -0.494697, -2.587252], [-2.340004, -0.249809, -4.822446], [-1.323331, -0.563677, -5.734344], [-0.196563, -1.272272, -5.357487], [0.755191, -1.474549, -6.253084], [-0.023831, -1.705993, -4.045960], [1.236912, -2.290734, -3.599116], [1.692587, -1.906918, -2.327338], [1.961172, -1.514492, -1.275641], [2.057862, -3.111800, -4.382141], [2.738913, -3.786252, -5.025915], [-1.398234, -0.168006, -6.992136], [-3.493531, 0.549196, -5.205728], [-3.638440, 1.102678, -6.493120], [-3.792461, 1.598372, -7.523446], [-4.528551, 0.866358, -4.303070], [-5.391330, 1.169454, -3.599899], [2.935409, 6.546737, -0.021542], [1.451176, 5.386142, -0.118809], [0.173435, 5.913738, -0.247154], [-0.919206, 5.060039, -0.319040], [-0.738108, 3.687754, -0.267747], [0.548828, 3.174664, -0.137359], [1.651868, 4.018626, -0.058730], [0.747382, 1.715997, -0.069169], [-0.207828, 0.904834, -0.227974], [1.908444, 1.226903, 0.149923], [0.036371, 6.985349, -0.289037], [-1.913313, 5.473762, -0.418363], [-1.578047, 3.009347, -0.324040], [2.644719, 3.606640, 0.053685], [1.317106, 2.426685, -4.758098], [1.717073, 1.560041, -3.600511], [3.165624, 1.564593, -3.182841], [0.907139, 0.867960, -3.011089], [1.873386, 2.124685, -5.649113], [1.593425, 3.463628, -4.558360], [0.247691, 2.355535, -4.941441], [3.738778, 2.351981, -3.666966], [3.611736, 0.603483, -3.449669], [3.224015, 1.664923, -2.098780]],
  "atomic_forces_ev_per_a": [[-0.0880, 0.0800, 1.1112], [-0.0066, -0.0184, -0.0177], [0.1106, 0.0416, 0.0318], [-0.1794, -0.0304, 0.0331], [0.0803, 0.0249, -0.0187], [-0.0182, 0.0137, 0.0057], [0.0545, 0.0207, 0.1007], [-0.1054, -0.1105, -0.2425], [0.0131, 0.0016, -0.1736], [-0.0230, 0.0683, 0.0901], [0.1775, -0.0654, -0.1003], [0.0071, -0.1011, 0.0436], [0.0061, 0.0023, -0.0219], [-0.0095, 0.0051, 0.0136], [0.0037, -0.0018, 0.0135], [0.0004, 0.0043, -0.0182], [-0.0025, 0.0107, 0.0123], [-0.0089, -0.0188, 0.0014], [0.0138, 0.0081, -0.0114], [-0.0090, 0.0078, 0.0130], [-0.0275, -0.0070, -0.0074], [0.0167, -0.0238, -0.0348], [-0.0013, -0.0145, 0.0029], [-0.0271, 0.0063, 0.0179], [0.0029, 0.0129, 0.0030], [-0.0099, -0.0029, 0.0141], [0.0059, -0.0168, -0.0122], [0.0113, -0.0125, -0.0091], [0.0030, 0.0064, -0.0059], [-0.0067, 0.0108, -0.0017], [-0.0005, -0.0064, 0.0091], [0.0089, -0.0075, -0.0020], [0.0129, -0.0113, 0.0377], [0.0741, -0.0134, -0.1148], [0.1217, -0.0589, -0.0696], [-0.0930, 0.0436, 0.0877], [-0.0458, 0.0555, -0.0327], [0.0535, -0.0617, 0.1345], [-0.1472, 0.0510, 0.1317], [0.1109, -0.0304, -0.0888], [-0.0879, 0.0379, 0.0117], [0.0989, 0.0978, 0.1511], [0.0138, 0.0335, 0.1645], [-0.2052, -0.0167, -0.4602], [-0.0229, 0.0140, -0.0988], [0.0413, -0.0590, 0.0000], [-0.0188, 0.0485, -0.1241], [0.1060, -0.1168, 0.0358], [-0.0034, 0.0429, -0.0393], [-0.0233, 0.0043, -0.0310], [-0.0273, 0.0403, 0.0305], [-0.0372, -0.0032, 0.0068], [0.0301, 0.0215, -0.0007], [-0.0578, -0.0427, -0.0057], [0.0258, -0.0052, 0.0030], [0.0145, -0.0112, -0.0113], [0.0194, 0.0139, -0.0201], [-0.0652, 0.0197, -0.0285], [0.0045, 0.0473, 0.0116], [-0.0630, -0.2267, -0.3583], [-0.0010, -0.0633, -0.0489], [0.1511, 0.2414, -0.0528], [0.0013, 0.0051, -0.0009], [-0.0068, 0.0027, 0.0059], [0.0008, -0.0094, -0.0003], [0.0072, -0.0058, 0.0056], [0.0018, -0.0237, -0.0035], [-0.0354, 0.0680, 0.1026], [0.0108, 0.0251, -0.0188], [0.0462, -0.0376, -0.1592], [0.0075, 0.0010, -0.0070], [-0.0036, 0.0093, 0.0148], [-0.0037, 0.0001, -0.0047], [0.0003, 0.0094, 0.0094], [0.0028, -0.0074, -0.0110], [-0.0012, -0.0165, 0.0063]]
}

Energy relative to the best compared isomer or geometry (same formula, charge and spin) for every record listed, in sequence, given in kcal/mol: 11.7; 2.0.
Energy for every record listed, in sequence, given in hartree: -4313.03783; -5406.34141.